1.
Density functional theory data (ωB97M-V/def2-TZVPD) for 8 unconnected molecules or ions with the total composition C16H51N3O10.

Positions of all 80 atoms, in Å:
C1 1.13 6.51 -2.23
O1 1.60 5.23 -1.84
C2 0.90 4.49 -0.83
C3 1.07 3.02 -1.22
C4 2.53 2.67 -1.18
N1 0.42 2.82 -2.53
H1 0.10 6.58 -2.50
H2 1.90 6.85 -2.90
H3 1.32 7.17 -1.35
H4 1.39 4.64 0.15
H5 -0.18 4.73 -0.81
H6 0.44 2.46 -0.54
H7 3.08 3.16 -2.01
H8 2.55 1.57 -1.41
H9 3.11 2.81 -0.23
H10 0.57 1.86 -2.79
H11 0.81 3.40 -3.24
C5 4.57 -2.21 -0.15
O2 4.13 -2.78 1.11
C6 2.90 -3.47 0.96
C7 2.32 -3.85 2.37
C8 3.30 -4.78 3.05
N2 1.03 -4.60 2.25
H12 4.80 -2.97 -0.90
H13 5.46 -1.59 0.04
H14 3.75 -1.65 -0.63
H15 2.18 -2.72 0.59
H16 2.96 -4.23 0.22
H17 2.21 -2.95 2.96
H18 4.35 -4.54 2.80
H19 3.05 -5.78 2.75
H20 3.22 -4.67 4.11
H21 1.26 -5.52 1.83
H22 0.52 -4.05 1.57
C9 -1.14 1.82 -5.86
O3 -0.63 0.68 -5.21
C10 -1.71 -0.25 -4.94
C11 -2.39 0.03 -3.61
C12 -1.36 -0.28 -2.53
N3 -3.45 -1.01 -3.53
H23 -2.14 2.05 -5.44
H24 -1.11 1.57 -6.92
H25 -0.29 2.55 -5.74
H26 -2.45 -0.20 -5.75
H27 -1.27 -1.25 -4.92
H28 -2.75 1.10 -3.62
H29 -0.77 -1.17 -2.58
H30 -1.74 -0.27 -1.50
H31 -0.65 0.54 -2.54
H32 -4.20 -1.04 -4.19
H33 -3.82 -0.98 -2.61
O4 -1.63 0.20 5.66
C13 -1.47 1.04 4.59
C14 -0.03 1.09 4.08
O5 0.37 -0.29 3.79
H34 -1.12 -0.58 5.43
H35 -2.06 0.73 3.67
H36 -1.84 2.06 4.78
H37 0.64 1.49 4.82
H38 -0.19 1.69 3.20
H39 1.29 -0.22 3.42
O6 -4.66 -0.96 1.95
C15 -3.78 -1.87 2.65
C16 -3.12 -2.82 1.66
O7 -2.43 -2.11 0.64
H40 -4.23 -0.14 1.68
H41 -3.06 -1.30 3.24
H42 -4.44 -2.36 3.37
H43 -3.83 -3.43 1.15
H44 -2.46 -3.55 2.14
H45 -3.11 -1.67 0.07
O8 -0.33 -0.48 1.20
H46 -0.62 -1.32 0.87
H47 -0.15 -0.70 2.15
O9 2.48 0.29 2.29
H48 3.20 -0.26 1.96
H49 1.83 0.45 1.58
O10 -3.02 1.00 0.55
H50 -2.24 0.59 0.93
H51 -2.91 1.93 0.47

Output
structure (SMILES): COC[C@H](C)N.COC[C@H](C)N.COC[C@H](C)N.OCCO.OCCO.O.O.O
relative energy (zero: lowest compared OMol25 entry of this formula, charge and spin): 0.771 eV
HOMO-LUMO gap: 9.64 eV
E_LUMO: 0.40 eV

Results of the Mulliken charge analysis, in e, for atoms 1 through 8: C -0.849; O -0.284; C -1.034; C 0.650; C -1.291; N -0.492; H 0.320; H 0.271



2.
Density functional theory data (ωB97M-V/def2-TZVPD) for a molecular structure, C16H52BO8Pd.

Positions of all 78 atoms, in Å:
Pd1 -0.33 -2.18 0.58
B1 0.04 -0.04 -0.16
H1 0.13 1.02 -0.38
H2 -0.75 -0.22 0.55
H3 -0.09 -0.59 -1.07
H4 0.95 -0.43 0.28
C1 -3.59 1.02 -2.15
C2 -2.26 1.34 -2.85
O1 -1.50 2.08 -1.98
H5 -4.11 0.28 -2.76
H6 -4.27 1.87 -2.14
H7 -3.44 0.59 -1.16
H8 -2.36 1.87 -3.80
H9 -1.75 0.39 -3.00
H10 -1.11 1.46 -1.36
C3 -1.18 -1.71 4.91
C4 -1.96 -2.02 3.64
O2 -1.23 -1.44 2.57
H11 -1.56 -2.32 5.73
H12 -1.24 -0.66 5.20
H13 -0.12 -1.89 4.75
H14 -2.94 -1.55 3.62
H15 -2.16 -3.09 3.57
H16 -1.44 -0.51 2.56
C5 0.39 4.84 1.71
C6 0.93 3.59 1.00
O3 0.44 2.40 1.64
H17 0.61 4.72 2.77
H18 -0.66 4.96 1.44
H19 0.96 5.72 1.43
H20 2.02 3.56 1.07
H21 0.64 3.61 -0.04
H22 0.64 1.67 1.06
C7 -3.28 2.67 1.29
C8 -3.03 2.12 2.66
O4 -1.84 1.30 2.64
H23 -4.14 3.34 1.26
H24 -3.40 1.82 0.61
H25 -2.45 3.17 0.80
H26 -3.85 1.48 2.98
H27 -2.92 2.86 3.46
H28 -1.08 1.78 2.29
C9 0.00 -4.95 -2.34
C10 1.23 -4.40 -1.60
O5 0.87 -3.12 -1.07
H29 0.28 -5.82 -2.93
H30 -0.38 -4.28 -3.11
H31 -0.89 -5.18 -1.74
H32 2.09 -4.34 -2.27
H33 1.54 -4.98 -0.73
H34 1.27 -2.57 -1.74
C11 2.67 -1.67 3.76
C12 2.02 -1.18 2.52
O6 1.66 -2.29 1.72
H35 3.62 -2.18 3.61
H36 2.09 -2.47 4.23
H37 2.83 -0.84 4.45
H38 2.70 -0.55 1.94
H39 1.10 -0.62 2.70
H40 2.48 -2.77 1.60
C13 2.05 2.44 -2.80
C14 2.86 2.04 -1.56
O7 2.71 0.73 -1.17
H41 2.02 3.53 -2.92
H42 1.04 2.04 -2.72
H43 2.51 1.98 -3.68
H44 2.55 2.66 -0.72
H45 3.92 2.24 -1.71
H46 1.82 0.68 -0.83
C15 0.48 -2.05 -4.60
C16 1.34 -0.96 -4.01
O8 1.91 -1.41 -2.82
H47 0.18 -1.99 -5.64
H48 -0.46 -2.04 -4.05
H49 1.05 -2.97 -4.41
H50 0.65 -0.15 -3.78
H51 2.19 -0.66 -4.62
H52 2.25 -0.74 -2.21

Output
HOMO-LUMO gap (spin up / spin down): 5.09 / 8.03 eV
spin multiplicity: 4
⟨S²⟩: 3.75
E_LUMO (spin up / spin down): 0.63 / -1.60 eV

Results of the Mulliken charge analysis, in e, for atoms 1 through 8: Pd 0.049; B 4.147; H -0.811; H -0.431; H -0.607; H 0.145; C -1.096; C 0.283



3.
Density functional theory data (ωB97M-V/def2-TZVPD) for 10 unconnected molecules or ions with the total composition C16H52O11.

Positions of all 79 atoms, in Å:
C1 -3.56 2.41 -3.63
O1 -3.96 3.76 -3.94
H1 -4.40 1.96 -3.10
H2 -3.45 1.83 -4.54
H3 -2.66 2.31 -3.02
H4 -3.88 4.19 -3.09
C2 -2.27 1.14 3.42
O2 -1.08 0.37 3.25
H5 -2.09 2.21 3.28
H6 -3.08 0.82 2.76
H7 -2.64 1.05 4.44
H8 -1.41 -0.53 3.14
C3 -1.03 4.37 0.78
O3 -0.93 5.61 0.03
H9 -1.93 3.81 0.51
H10 -0.28 3.63 0.48
H11 -0.93 4.37 1.86
H12 0.02 5.77 0.00
C4 -0.52 -2.91 3.24
O4 -1.69 -2.31 2.86
H13 -0.24 -3.63 2.48
H14 0.20 -2.09 3.34
H15 -0.67 -3.40 4.20
H16 -2.47 -2.85 2.72
C5 -0.50 0.58 -0.13
C6 0.11 -0.79 -0.13
O5 1.47 -0.75 -0.44
O6 -0.74 0.98 -1.49
H17 0.12 1.24 0.48
H18 -1.46 0.53 0.39
H19 -0.27 -1.44 -0.92
H20 -0.05 -1.25 0.84
H21 1.60 -0.36 -1.31
H22 0.06 0.91 -2.02
C7 1.39 3.11 -2.25
C8 2.43 2.00 -2.02
O7 2.01 0.82 -2.66
H23 1.83 4.08 -2.01
H24 0.57 2.99 -1.54
H25 1.05 3.23 -3.27
H26 2.68 1.83 -0.98
H27 3.34 2.30 -2.53
H28 2.12 1.01 -3.60
C9 2.62 2.97 2.53
C10 1.89 1.85 3.25
O8 0.82 2.28 4.10
H29 3.02 3.61 3.32
H30 2.00 3.65 1.94
H31 3.48 2.70 1.91
H32 2.60 1.31 3.88
H33 1.56 1.17 2.46
H34 0.09 1.70 3.88
C11 -2.92 -1.53 -2.44
C12 -3.63 -0.94 -1.26
O9 -4.92 -1.47 -1.08
H35 -2.50 -2.52 -2.26
H36 -2.18 -0.80 -2.75
H37 -3.59 -1.71 -3.28
H38 -3.80 0.13 -1.31
H39 -3.05 -1.13 -0.36
H40 -5.52 -0.78 -1.38
C13 -0.15 -4.24 -1.71
C14 1.04 -5.20 -1.64
O10 0.83 -6.22 -0.69
H41 -0.35 -3.83 -0.72
H42 -1.07 -4.75 -1.98
H43 0.05 -3.42 -2.41
H44 1.97 -4.72 -1.35
H45 1.31 -5.67 -2.59
H46 1.55 -6.83 -0.83
C15 4.50 -1.50 1.21
C16 4.01 -2.64 0.33
O11 2.75 -2.90 0.88
H47 5.45 -1.19 0.77
H48 4.61 -1.76 2.26
H49 3.84 -0.63 1.17
H50 4.69 -3.49 0.40
H51 3.98 -2.25 -0.69
H52 2.20 -2.19 0.56

Output
net charge: +1
HOMO-LUMO gap (spin up / spin down): 9.22 / 2.69 eV
spin multiplicity: 2
⟨S²⟩: 0.75
E_LUMO (spin up / spin down): -2.68 / -9.21 eV

Results of the Mulliken charge analysis, in e, for atoms 1 through 8: C -0.239; O -0.524; H 0.244; H 0.311; H -0.092; H 0.297; C -0.610; O -0.488



4.
Density functional theory data (ωB97M-V/def2-TZVPD) for 12 unconnected molecules or ions with the total composition C16H52O17S.

Positions of all 86 atoms, in Å:
C1 -0.38 0.54 -0.64
C2 1.05 0.93 -0.78
O1 1.41 2.03 -1.13
O2 2.00 -0.03 -0.62
C3 1.98 -0.83 0.55
C4 2.46 -2.24 0.23
C5 2.13 -3.28 1.30
O3 1.74 -4.47 0.62
S1 1.14 -4.16 -0.80
O4 1.69 -5.08 -1.75
O5 -0.29 -4.05 -0.68
O6 1.79 -2.74 -0.98
H1 -0.79 0.49 -1.64
H2 -0.55 -0.42 -0.17
H3 -0.92 1.32 -0.10
H4 2.69 -0.38 1.25
H5 1.02 -0.84 1.05
H6 3.51 -2.19 -0.03
H7 1.35 -2.95 1.98
H8 3.04 -3.55 1.83
C6 -3.37 -0.09 -3.64
O7 -2.22 0.76 -3.70
H9 -4.17 0.48 -3.18
H10 -3.67 -0.39 -4.64
H11 -3.17 -0.98 -3.04
H12 -1.52 0.26 -4.13
C7 -2.44 -4.90 -3.40
O8 -2.38 -5.99 -2.50
H13 -3.37 -4.97 -3.96
H14 -2.42 -3.95 -2.86
H15 -1.60 -4.91 -4.10
H16 -1.57 -5.91 -1.99
C8 -0.44 -4.24 4.95
O9 0.47 -4.05 3.86
H17 -0.83 -3.26 5.22
H18 -1.27 -4.88 4.66
H19 0.07 -4.67 5.81
H20 0.80 -4.93 3.63
C9 -2.02 1.50 -6.88
O10 -2.10 0.09 -6.68
H21 -2.43 1.99 -6.01
H22 -0.97 1.81 -7.01
H23 -2.58 1.79 -7.77
H24 -1.72 -0.33 -7.46
C10 0.43 5.04 1.02
O11 0.25 3.63 1.14
H25 0.05 5.51 1.92
H26 1.48 5.30 0.91
H27 -0.13 5.43 0.16
H28 0.59 3.22 0.33
C11 -2.49 2.31 3.68
O12 -1.30 2.11 2.93
H29 -2.87 1.33 3.97
H30 -2.30 2.89 4.59
H31 -3.25 2.82 3.09
H32 -0.95 2.96 2.65
C12 -0.89 7.72 4.09
O13 0.30 7.51 3.34
H33 -1.27 6.75 4.37
H34 -0.69 8.30 5.00
H35 -1.65 8.24 3.50
H36 0.65 8.36 3.08
C13 1.29 1.77 -9.34
O14 0.56 0.65 -8.85
H37 0.56 2.47 -9.74
H38 1.85 2.27 -8.55
H39 1.98 1.48 -10.14
H40 1.18 0.02 -8.49
C14 -1.68 -8.30 5.17
O15 -0.57 -7.41 5.19
H41 -2.52 -7.76 5.59
H42 -1.94 -8.61 4.16
H43 -1.50 -9.19 5.78
H44 0.19 -7.89 4.82
C15 4.53 5.13 0.36
O16 4.30 5.84 1.58
H45 3.85 4.29 0.34
H46 4.34 5.77 -0.51
H47 5.56 4.76 0.32
H48 4.90 6.59 1.59
C16 1.12 -0.21 4.58
O17 1.22 0.77 3.56
H49 2.05 -0.79 4.58
H50 0.99 0.24 5.57
H51 0.29 -0.90 4.40
H52 0.40 1.28 3.56

Output
structure (SMILES): CC(=O)OC[C@H]1COS(=O)(=O)O1.CO.CO.CO.CO.CO.CO.CO.CO.CO.CO.CO
HOMO-LUMO gap: 10.13 eV
E_LUMO: 0.39 eV

Results of the Mulliken charge analysis, in e, for atoms 1 through 8: C -0.295; C 0.733; O -0.698; O -0.290; C -0.853; C 0.546; C -0.642; O -0.333



5.
Density functional theory data (ωB97M-V/def2-TZVPD) for 8 unconnected molecules or ions with the total composition C16H52O20P4.

Positions of all 92 atoms, in Å:
C1 12.47 -22.30 3.76
O1 11.54 -22.54 2.71
P1 11.35 -24.07 2.29
O2 12.52 -24.93 2.31
O3 10.12 -24.51 3.22
C2 8.88 -23.81 3.08
O4 10.71 -23.91 0.85
C3 10.25 -25.03 0.10
H1 12.53 -23.09 4.51
H2 12.14 -21.40 4.29
H3 13.47 -22.02 3.43
H4 8.52 -23.61 4.09
H5 8.12 -24.46 2.65
H6 8.98 -22.89 2.52
H7 10.90 -25.23 -0.75
H8 9.24 -24.86 -0.28
H9 10.24 -25.90 0.76
C4 -0.28 -25.42 7.48
O5 0.57 -24.73 8.41
P2 2.08 -25.18 8.61
O6 2.84 -25.52 7.40
O7 2.01 -26.38 9.66
C5 1.70 -27.71 9.27
O8 2.72 -24.04 9.47
C6 2.69 -22.65 9.10
H10 0.29 -26.18 6.93
H11 -0.61 -24.67 6.76
H12 -1.13 -25.83 8.01
H13 0.84 -28.01 9.86
H14 2.55 -28.39 9.36
H15 1.38 -27.74 8.22
H16 3.36 -22.13 9.79
H17 1.68 -22.25 9.13
H18 3.11 -22.54 8.10
C7 12.61 -22.56 9.24
O9 11.21 -22.64 8.97
P3 10.53 -22.25 7.60
O10 11.10 -21.14 6.83
O11 9.04 -22.05 8.10
C8 8.07 -21.58 7.15
O12 10.55 -23.60 6.78
C9 9.87 -24.80 7.06
H19 12.79 -21.61 9.74
H20 13.17 -22.73 8.32
H21 12.89 -23.37 9.92
H22 7.20 -22.23 7.18
H23 8.46 -21.46 6.15
H24 7.71 -20.62 7.53
H25 10.50 -25.65 7.34
H26 9.33 -25.12 6.16
H27 9.06 -24.67 7.78
C10 9.63 -23.56 11.74
O13 8.62 -24.50 11.44
P4 7.12 -24.31 11.93
O14 6.62 -22.96 12.21
O15 6.28 -25.08 10.83
C11 6.26 -24.67 9.45
O16 6.98 -25.28 13.18
C12 7.67 -26.55 13.25
H28 9.64 -23.19 12.77
H29 9.52 -22.64 11.16
H30 10.62 -24.01 11.66
H31 6.87 -25.41 8.92
H32 6.66 -23.67 9.24
H33 5.24 -24.77 9.11
H34 6.98 -27.39 13.18
H35 8.08 -26.56 14.27
H36 8.56 -26.56 12.64
C13 4.28 -28.31 6.77
O17 4.90 -28.98 5.66
H37 3.25 -28.02 6.56
H38 4.23 -29.05 7.58
H39 4.88 -27.47 7.09
H40 4.25 -29.43 5.11
C14 5.42 -22.31 2.06
O18 4.72 -23.49 1.63
H41 5.54 -22.42 3.13
H42 6.34 -22.27 1.47
H43 4.82 -21.41 1.86
H44 4.41 -23.36 0.73
C15 8.67 -27.93 2.81
O19 7.98 -27.18 3.87
H45 8.41 -28.99 2.94
H46 8.23 -27.63 1.85
H47 9.75 -27.82 2.89
H48 7.12 -26.98 3.51
C16 6.01 -25.20 5.48
O20 7.33 -25.18 6.02
H49 5.36 -24.94 6.32
H50 5.83 -24.36 4.80
H51 5.71 -26.14 5.01
H52 7.89 -25.73 5.46

Output
structure (SMILES): COP(=O)(OC)OC.COP(=O)(OC)OC.COP(=O)(OC)OC.COP(=O)(OC)OC.CO.CO.CO.CO
relative energy (zero: lowest compared OMol25 entry of this formula, charge and spin): 1.345 eV
HOMO-LUMO gap: 10.56 eV
E_LUMO: 0.39 eV

Results of the Mulliken charge analysis, in e, for atoms 1 through 8: C -0.672; O -0.296; P 0.789; O -0.719; O -0.001; C -0.612; O -0.356; C -0.539



Record order is preserved below.
Strongest force on any atom: 3.1; 4.1; 2.9; 1.1; 1.9 eV/A